No. 1
Here is CH3I3Si as an isolated structure from the OMol25 dataset. Energies are from ωB97M-V/def2-TZVPD.

Calculated values
**HOMO level**: -8.817 eV
**Largest force on an atom**: 2.984 eV Å⁻¹
**Energy above the lowest of the compared OMol25 structures with the same formula, charge and spin**: 1.379 eV
**Kohn-Sham gap**: 7.3852 eV
**Multiplicity**: 1
**Lowest unoccupied orbital energy**: -1.43 eV

Geometry as XYZ:
```
8
CH3I3Si | the OMol25 dataset | ωB97M-V/def2-TZVPD
I -1.722 0.876 2.313
I -0.918 2.160 -1.455
I -2.083 -2.090 -0.968
Si -0.561 0.418 0.239
C 1.164 -0.203 -0.017
H 1.195 -0.423 -1.088
H 1.185 -1.228 0.426
H 1.740 0.490 0.549
```

***

No. 2
Here is one molecule with the formula CH3IN2 from the OMol25 dataset. Energies are from ωB97M-V/def2-TZVPD.

Calculated values
**HOMO level**: -9.450 eV
**Largest force on an atom**: 5.860 eV Å⁻¹
**SMILES**: IC1NN1
**Energy above the lowest of the compared OMol25 structures with the same formula, charge and spin**: 0.828 eV
**Kohn-Sham gap**: 9.8128 eV
**Multiplicity**: 1
**Lowest unoccupied orbital energy**: 0.36 eV

Geometry as XYZ:
```
7
CH3IN2 | the OMol25 dataset | ωB97M-V/def2-TZVPD
I 0.581 -2.782 -0.349
N -0.072 0.044 0.868
N -0.822 -0.067 -0.352
C 0.484 -0.565 -0.272
H 1.341 -0.240 -0.652
H -0.833 0.866 -0.876
H -0.627 -0.454 1.536
```

***

No. 3
Here is a 2-piece molecular cluster, CH3IN2O overall from the OMol25 dataset. Energies are from ωB97M-V/def2-TZVPD.

Calculated values
**HOMO level**: -9.343 eV
**Largest force on an atom**: 3.215 eV Å⁻¹
**Energy above the lowest of the compared OMol25 structures with the same formula, charge and spin**: 4.182 eV
**Kohn-Sham gap**: 6.7917 eV
**Multiplicity**: 1
**Lowest unoccupied orbital energy**: -2.55 eV

Geometry as XYZ:
```
8
CH3IN2O | the OMol25 dataset | ωB97M-V/def2-TZVPD
I -3.411 0.443 0.383
O 0.438 1.633 0.160
N -2.016 0.215 -0.979
N -0.027 -0.582 0.103
C 0.658 0.477 0.446
H 1.538 0.427 1.168
H -1.291 0.980 -1.095
H 0.382 -1.361 -0.410
```

***

No. 4
Here is one molecule with the formula CH3IN2O2 from the OMol25 dataset. Energies are from ωB97M-V/def2-TZVPD.

Calculated values
**HOMO level (alpha / beta)**: -7.903 / -7.902 eV
**Largest force on an atom**: 2.581 eV Å⁻¹
**Energy above the lowest of the compared OMol25 structures with the same formula, charge and spin**: 6.377 eV
**Kohn-Sham gap (alpha / beta)**: 6.6435 / 6.6391 eV
**Multiplicity**: 1
**Lowest unoccupied orbital energy (alpha / beta)**: -1.26 / -1.26 eV

Geometry as XYZ:
```
9
CH3IN2O2 | the OMol25 dataset | ωB97M-V/def2-TZVPD
I -1.969 -0.930 -0.223
O 0.488 0.281 0.540
O -2.359 2.026 -0.681
N -2.800 1.237 0.053
N -0.467 -0.528 1.061
C 1.570 -0.402 -0.071
H 2.082 -1.037 0.658
H 2.240 0.372 -0.433
H 1.213 -1.019 -0.903
```